A cluster of 2 separate species, C4H14N in total at a distorted geometry. Source: the OMol25 dataset; level of theory: ωB97M-V/def2-TZVPD.

Results
multiplicity = 1
HOMO energy = -15.282 eV
F_max = 0.045 Eh/bohr
energy above the lowest of the compared OMol25 structures with the same formula, charge and spin = 15.88 kcal/mol
Kohn-Sham gap = 11.653 eV
net charge = +1

Positions of all 19 atoms, in Å:
C: -1.11433 2.76264 -0.52560
C: -0.14348 2.20132 0.48018
H: -0.97469 2.30003 -1.50850
H: -2.14114 2.54295 -0.23083
H: -1.12066 3.84997 -0.57180
H: 0.90117 2.08699 0.14681
H: -0.11288 2.51962 1.51491
H: -0.40435 1.13579 0.62619
C: -0.01267 -2.13369 -0.06639
C: 1.04532 -2.25544 1.00843
N: 0.27103 -0.94491 -0.96723
H: -0.03251 -3.00198 -0.71767
H: -0.99094 -1.91339 0.34969
H: 0.71490 -1.88297 1.96967
H: 2.07477 -1.95507 0.79132
H: 1.07903 -1.06040 -1.58796
H: -0.54295 -0.82369 -1.57280
H: 0.33907 -0.10222 -0.38749
H: 1.16531 -3.32553 1.24906

***

A cluster of 15 separate species, C36H62Cl6N8O23 in total at a distorted geometry. Source: the OMol25 dataset; level of theory: ωB97M-V/def2-TZVPD.

Results
multiplicity = 1
HOMO energy = -0.003 eV
F_max = 0.078 Eh/bohr
Kohn-Sham gap = 2.642 eV
net charge = -2

Positions of all 135 atoms, in Å:
C: 17.23073 6.82742 -2.53314
C: 18.61098 6.28561 -2.84039
C: 18.80988 6.17824 -4.33587
N: 20.14058 5.67691 -4.73434
C: 20.32081 4.29905 -4.28238
C: 21.25485 6.56217 -4.23625
C: 22.35297 6.64107 -5.27804
C: 21.66227 6.35794 -6.61519
C: 20.32412 5.71210 -6.25139
H: 16.44223 6.07355 -2.57430
H: 16.91709 7.69011 -3.13049
H: 17.24160 7.16640 -1.48964
H: 18.68619 5.30613 -2.37318
H: 19.40208 6.91459 -2.41523
H: 18.77134 7.15612 -4.80136
H: 18.06867 5.46841 -4.71376
H: 20.36379 4.20689 -3.20187
H: 21.25710 3.95494 -4.72668
H: 19.52783 3.67553 -4.70371
H: 21.54449 6.26551 -3.22873
H: 20.81330 7.55535 -4.08135
H: 23.07266 5.83710 -5.09536
H: 22.83813 7.60106 -5.15536
H: 22.17256 5.70363 -7.31869
H: 21.42768 7.27102 -7.16399
H: 20.12139 4.72588 -6.67137
H: 19.48315 6.28022 -6.64700
Cl: 17.14810 3.73026 -7.47593
O: 17.35175 3.38127 -8.85074
O: 15.79918 3.40997 -7.06361
O: 18.09545 3.02241 -6.62149
O: 17.37693 5.16439 -7.29483
Cl: 16.50142 2.68530 -1.76758
O: 16.16865 2.51435 -0.36450
O: 16.50295 1.38619 -2.40903
O: 15.55161 3.56410 -2.40391
O: 17.84419 3.25556 -1.84927
C: 20.41568 6.48089 -9.97583
C: 20.84187 5.03610 -10.27660
O: 19.85670 4.35268 -10.84542
H: 19.41972 6.50828 -9.53394
H: 20.44415 7.08753 -10.89245
H: 21.17291 6.96758 -9.31652
H: 21.18178 4.58399 -9.29942
H: 21.70396 5.03913 -10.99783
C: 17.79809 10.34616 0.20196
Cl: 17.15741 8.91345 0.96549
Cl: 16.57632 11.59900 0.08183
Cl: 19.17706 10.94027 1.13957
Cl: 18.36232 9.93535 -1.41749
C: 21.98273 11.06094 -1.30950
N: 21.82545 9.59834 -1.12218
O: 21.14651 8.96047 -1.85943
O: 22.35564 9.13109 -0.12175
H: 22.15148 11.53252 -0.35115
H: 21.08767 11.45899 -1.77051
H: 22.84374 11.27129 -1.94285
C: 20.82701 6.52693 1.30525
N: 21.25143 5.34123 0.50597
O: 21.84452 4.43517 1.08332
O: 21.07039 5.39370 -0.66739
H: 20.72159 7.32986 0.58013
H: 21.59542 6.81594 2.00863
H: 19.89580 6.25765 1.79452
C: 23.17360 3.09460 -1.91606
N: 24.12272 4.24176 -1.91132
O: 25.20733 4.10589 -1.37858
O: 23.73925 5.24660 -2.47793
H: 22.78690 2.95640 -0.91532
H: 23.78281 2.24557 -2.21142
H: 22.42454 3.29569 -2.66089
C: 25.76794 7.60633 -1.23708
N: 25.48798 8.12894 -2.59947
O: 24.41274 8.64021 -2.79156
O: 26.35673 8.04794 -3.42032
H: 24.82192 7.65877 -0.71873
H: 26.57862 8.19862 -0.83634
H: 26.07125 6.57066 -1.36304
C: 16.95911 9.42647 -7.00274
N: 18.19616 10.15701 -6.58115
O: 19.24000 9.74767 -6.98826
O: 18.10935 11.09871 -5.82327
H: 16.93017 9.47574 -8.08787
H: 16.10799 9.95093 -6.59609
H: 17.05482 8.40633 -6.65640
C: 22.88545 1.20171 -6.21960
N: 22.96550 2.63806 -6.62883
O: 22.69667 2.92321 -7.77495
O: 23.39201 3.42535 -5.79059
H: 22.76270 1.23242 -5.14728
H: 23.83940 0.74982 -6.48706
H: 22.10193 0.76013 -6.81908
C: 19.34666 0.24444 -2.56139
N: 20.09620 0.78787 -3.71630
O: 19.68545 0.69619 -4.79308
O: 21.16039 1.28016 -3.40786
H: 20.04510 -0.41205 -2.06029
H: 18.46238 -0.24447 -2.94914
H: 19.00505 1.02793 -1.89031
C: 23.22498 13.46569 -4.88410
C: 23.56771 12.19489 -5.30435
C: 22.64557 11.14636 -5.16017
C: 21.36956 11.40028 -4.68462
C: 21.00591 12.69015 -4.35175
C: 21.93918 13.72473 -4.41320
H: 23.97461 14.25059 -4.94777
H: 24.57913 11.96653 -5.62028
H: 23.04116 10.15574 -5.33820
H: 20.70082 10.56535 -4.51453
H: 19.97718 12.90354 -4.07684
H: 21.70540 14.72746 -4.07329
C: 16.62779 4.56002 1.86185
C: 16.00152 5.37326 0.93034
C: 15.03029 6.25608 1.35800
C: 14.75880 6.38624 2.72632
C: 15.49965 5.66879 3.65440
C: 16.37315 4.68046 3.22144
H: 17.35752 3.83583 1.51366
H: 16.26223 5.31152 -0.11510
H: 14.57061 6.91897 0.63204
H: 13.98405 7.07994 3.04044
H: 15.30227 5.81279 4.71418
H: 16.84929 3.99718 3.91186
C: 27.45185 8.13931 -8.83178
C: 26.45438 7.89866 -9.79256
C: 25.12774 8.00836 -9.43509
C: 24.76800 8.38449 -8.14532
C: 25.75590 8.40529 -7.15410
C: 27.10094 8.31776 -7.50788
H: 28.50013 7.97935 -9.06923
H: 26.77052 7.63766 -10.79577
H: 24.32540 7.82744 -10.14284
H: 23.72228 8.37297 -7.85278
H: 25.56217 8.49347 -6.08717
H: 27.87424 8.31618 -6.74751

***

A cluster of 2 separate species, C3H3FN2O in total at a distorted geometry. Source: the OMol25 dataset; level of theory: ωB97M-V/def2-TZVPD.

Results
multiplicity = 1
HOMO energy = -10.325 eV
F_max = 0.096 Eh/bohr
energy above the lowest of the compared OMol25 structures with the same formula, charge and spin = 173.25 kcal/mol
Kohn-Sham gap = 9.581 eV
net charge = 0

Positions of all 10 atoms, in Å:
C: -0.08095 0.87395 -0.10355
C: -1.32058 0.30391 0.02111
C: 0.71227 -0.30636 -0.04471
N: 0.06706 -1.41242 0.07958
N: -1.21134 -0.99969 0.21098
O: 2.79438 -0.28617 -0.17322
F: 2.98088 1.00835 0.22194
H: 0.31829 1.88377 -0.22730
H: -2.36041 0.65593 0.02018
H: -1.89959 -1.72127 -0.00501

***

An isolated molecule of C17H27ClN2O3S2. Source: the OMol25 dataset; level of theory: ωB97M-V/def2-TZVPD.

Results
multiplicity = 1
HOMO energy = -8.614 eV
F_max = 0.005 Eh/bohr
energy above the lowest of the compared OMol25 structures with the same formula, charge and spin = 3.47 kcal/mol
SMILES = CCS[C@H](C)C(=O)N(C)CCOCCN(C)C(=O)c1c(C)csc1Cl
Kohn-Sham gap = 9.100 eV
net charge = 0

Positions of all 52 atoms, in Å:
C: -0.83354 -3.21032 0.27315
C: 0.35044 -2.29448 0.00428
S: 1.23220 -1.98206 1.55150
C: 2.45381 -0.75579 0.96893
C: 3.61620 -1.40065 0.23377
C: 2.94427 -0.01169 2.21273
O: 4.00621 -0.32001 2.73031
N: 2.16782 0.97566 2.73214
C: 2.66081 1.63009 3.93441
C: 0.87433 1.39996 2.22822
C: -0.28534 0.96295 3.12031
O: -1.51352 1.29843 2.50021
C: -1.94544 0.35698 1.53462
C: -2.72354 1.12081 0.46035
N: -2.48950 0.69161 -0.91672
C: -3.58103 0.01981 -1.60158
C: -1.33059 1.04995 -1.51291
O: -0.35869 1.43313 -0.87014
C: -1.25512 1.03689 -3.00714
C: -0.23117 0.36066 -3.75209
C: 0.76537 -0.57162 -3.13898
C: -0.29942 0.64982 -5.07754
S: -1.56464 1.74217 -5.45800
C: -2.03117 1.81213 -3.81360
Cl: -3.31474 2.84785 -3.33770
H: -1.37855 -3.41287 -0.65010
H: -0.50374 -4.16335 0.68767
H: -1.52399 -2.75387 0.98425
H: 1.02986 -2.74783 -0.71909
H: 0.02015 -1.33543 -0.40052
H: 1.92340 -0.07352 0.30205
H: 4.31337 -0.63706 -0.11521
H: 4.15412 -2.07414 0.89622
H: 3.25416 -1.95894 -0.63040
H: 3.72726 1.82213 3.84179
H: 2.12748 2.57100 4.06175
H: 2.50954 1.01202 4.82252
H: 0.86614 2.49072 2.15049
H: 0.70846 1.02666 1.22329
H: -0.21882 -0.11049 3.32227
H: -0.26514 1.49577 4.07245
H: -1.08869 -0.13724 1.07207
H: -2.56060 -0.41101 2.01820
H: -3.79775 1.07288 0.63272
H: -2.41283 2.16313 0.54841
H: -3.23391 -0.39829 -2.54311
H: -3.94117 -0.79946 -0.97804
H: -4.41318 0.69724 -1.80309
H: 1.49173 -0.90003 -3.88089
H: 1.29311 -0.08508 -2.31835
H: 0.27263 -1.45826 -2.73497
H: 0.33293 0.26302 -5.86090

***

An isolated molecule of C2H2INO2S at a distorted geometry. Source: the OMol25 dataset; level of theory: ωB97M-V/def2-TZVPD.

Results
multiplicity = 1
HOMO energy = -9.991 eV
F_max = 0.074 Eh/bohr
energy above the lowest of the compared OMol25 structures with the same formula, charge and spin = 39.06 kcal/mol
Kohn-Sham gap = 9.046 eV
net charge = 0

Positions of all 9 atoms, in Å:
C: 0.62808 1.36300 0.37042
C: -0.38067 0.52838 0.85067
N: 1.46753 2.05576 -0.01059
O: -0.95687 0.33666 -1.83415
O: -2.04375 -1.16757 -0.22709
S: -1.10998 -0.14834 -0.49856
I: 1.24818 -1.95094 -0.72539
H: -0.52397 -0.11550 1.68718
H: 1.67145 -0.90144 0.38750

***

A structure of composition C16H15BN7O5Ru. Source: the OMol25 dataset; level of theory: ωB97M-V/def2-TZVPD.

Results
multiplicity = 2
HOMO energy (spin up / spin down) = -6.963 / -6.949 eV
F_max = 0.017 Eh/bohr
energy above the lowest of the compared OMol25 structures with the same formula, charge and spin = 26.96 kcal/mol
Kohn-Sham gap (spin up / spin down) = 5.966 / 5.985 eV
net charge = 0

Positions of all 45 atoms, in Å:
Ru: -0.12291 0.14906 -0.17739
C: 0.65753 2.14804 3.58393
C: 0.14931 2.04356 2.28929
N: 0.32673 0.81105 1.82735
N: 0.96692 0.11436 2.77789
C: 1.16881 0.88987 3.84814
B: 1.38045 -1.35977 2.54909
N: 2.17528 -1.39791 1.20476
C: 3.38950 -1.95842 1.08363
C: 3.86527 -1.73003 -0.19391
C: 2.84963 -0.99247 -0.79997
N: 1.84136 -0.80349 0.04590
N: 0.16734 -2.26306 2.63126
C: 0.04352 -3.36393 3.41098
C: -1.25341 -3.80722 3.30381
C: -1.85483 -2.88910 2.42113
N: -0.99700 -1.96504 2.02531
H: 0.65304 3.00808 4.22907
H: -0.35231 2.77715 1.68053
H: 1.66739 0.49512 4.71728
H: 2.17146 -1.71431 3.38492
H: 3.83258 -2.47583 1.91603
H: 4.80436 -2.03921 -0.61633
H: 2.79529 -0.58756 -1.79914
H: 0.87481 -3.73399 3.98685
H: -1.70103 -4.65269 3.79721
H: -2.87289 -2.85844 2.06555
O: 0.34854 3.29373 -2.71040
C: 0.17234 2.14723 -2.06204
O: 0.33325 2.07325 -0.82942
C: -0.13544 0.97322 -2.83409
C: -0.25415 0.87792 -4.21582
C: -0.51203 -0.34595 -4.79562
C: -0.67746 -1.46449 -3.96431
C: -0.55743 -1.32767 -2.60629
N: -0.25038 -0.13122 -2.03324
C: -0.73784 -2.35314 -1.54728
O: -1.05021 -3.60322 -1.87138
O: -0.57800 -2.05628 -0.37803
H: 0.55302 3.97804 -2.05571
H: -0.13918 1.76845 -4.81844
H: -0.60770 -0.44172 -5.86661
H: -0.91794 -2.42060 -4.41331
H: -1.16632 -3.69984 -2.82343
O: -1.81101 0.72509 -0.05160

***

Question: Which value of net charge does entry 3 give?
Answer: 0

***

Repeat the third record exactly.
A cluster of 2 separate species, C3H3FN2O in total at a distorted geometry. Source: the OMol25 dataset; level of theory: ωB97M-V/def2-TZVPD.

Results
multiplicity = 1
HOMO energy = -10.325 eV
F_max = 0.096 Eh/bohr
energy above the lowest of the compared OMol25 structures with the same formula, charge and spin = 173.25 kcal/mol
Kohn-Sham gap = 9.581 eV
net charge = 0

Positions of all 10 atoms, in Å:
C: -0.08095 0.87395 -0.10355
C: -1.32058 0.30391 0.02111
C: 0.71227 -0.30636 -0.04471
N: 0.06706 -1.41242 0.07958
N: -1.21134 -0.99969 0.21098
O: 2.79438 -0.28617 -0.17322
F: 2.98088 1.00835 0.22194
H: 0.31829 1.88377 -0.22730
H: -2.36041 0.65593 0.02018
H: -1.89959 -1.72127 -0.00501